Entry 1:
A structure of composition C36H23F9N7O5Sn. Source: the Open Molecules 2025 dataset; level of theory: ωB97M-V/def2-TZVPD.

Calculated values
DFT total energy = -88668.6605 eV
orbital gap = 6.85 eV
total charge = -1
energy relative to the best compared isomer or geometry (same formula, charge and spin) = 0.0 kcal/mol
HOMO energy = -5.13 eV
multiplicity = 1

Atoms and positions in Å:
Sn (0.256, -0.490, 0.268)
C (-1.925, 3.720, 1.814)
C (-3.162, 3.267, 2.272)
C (-3.295, 1.951, 2.646)
C (-2.192, 1.080, 2.553)
N (-1.019, 1.515, 2.084)
C (-0.900, 2.798, 1.743)
N (-2.417, -0.214, 2.987)
C (-1.552, -1.184, 3.011)
N (-0.282, -1.313, 2.501)
C (0.218, -2.526, 2.929)
N (1.378, -3.069, 2.792)
C (2.454, -2.503, 2.128)
C (3.673, -3.184, 2.261)
C (4.823, -2.626, 1.754)
C (4.754, -1.391, 1.119)
C (3.510, -0.816, 0.971)
N (2.379, -1.357, 1.440)
C (-0.815, -3.238, 3.727)
C (-0.804, -4.466, 4.354)
C (-1.966, -4.857, 5.013)
C (-3.088, -4.030, 5.038)
C (-3.077, -2.788, 4.410)
C (-1.919, -2.417, 3.758)
H (-1.764, 4.747, 1.517)
H (-4.007, 3.943, 2.336)
H (-4.227, 1.548, 3.017)
H (0.078, 3.098, 1.376)
H (3.669, -4.130, 2.783)
H (5.771, -3.142, 1.851)
H (5.629, -0.911, 0.705)
H (3.400, 0.112, 0.427)
H (0.075, -5.096, 4.313)
H (-2.002, -5.816, 5.517)
H (-3.982, -4.363, 5.552)
H (-3.938, -2.132, 4.423)
O (3.057, 5.562, -5.368)
C (3.186, 5.245, -4.055)
O (4.123, 5.670, -3.440)
C (2.126, 4.377, -3.461)
C (0.890, 4.158, -4.061)
C (-0.069, 3.379, -3.439)
C (0.203, 2.794, -2.204)
C (1.459, 2.969, -1.624)
C (2.398, 3.773, -2.235)
N (-0.722, 1.971, -1.550)
C (-1.930, 2.317, -1.449)
C (-2.955, 1.432, -0.850)
C (-4.275, 1.854, -0.847)
C (-5.246, 1.007, -0.329)
C (-4.854, -0.219, 0.166)
C (-3.503, -0.560, 0.137)
N (-2.571, 0.246, -0.360)
H (2.323, 5.071, -5.753)
H (0.634, 4.602, -5.018)
H (-1.018, 3.183, -3.923)
H (1.683, 2.447, -0.704)
H (3.372, 3.926, -1.790)
H (-2.290, 3.292, -1.804)
H (-4.533, 2.829, -1.243)
H (-6.287, 1.305, -0.321)
H (-5.571, -0.916, 0.579)
H (-3.153, -1.510, 0.531)
F (4.162, 0.511, -2.632)
C (3.217, 0.007, -3.436)
F (3.849, -0.554, -4.490)
F (2.513, 1.052, -3.914)
C (2.284, -0.979, -2.654)
O (1.975, -0.456, -1.471)
C (1.012, -1.235, -3.540)
F (0.355, -2.326, -3.123)
F (1.283, -1.405, -4.853)
F (0.158, -0.203, -3.450)
C (3.047, -2.344, -2.494)
F (3.035, -3.104, -3.613)
F (4.345, -2.136, -2.185)
F (2.518, -3.067, -1.511)
O (-2.094, -3.257, 0.663)
C (-1.008, -3.428, 0.120)
O (-0.186, -2.535, -0.293)
H (-0.678, -4.462, -0.100)

Löwdin atomic charge list, values in e, 5 entries: 1.42 -0.09 -0.09 -0.03 -0.36

Entry 2:
A structure of composition C36H24BCl3F2N7OTc. Source: the Open Molecules 2025 dataset; level of theory: ωB97M-V/def2-TZVPD.

Calculated values
DFT total energy = -96076.2509 eV
orbital gap (spin up / spin down) = 5.53 / 6.16 eV
total charge = +1
energy relative to the best compared isomer or geometry (same formula, charge and spin) = 0.0 kcal/mol
HOMO energy (spin up / spin down) = -9.15 / -10.47 eV
multiplicity = 4

Atoms and positions in Å:
Tc (-0.006, 0.306, 0.428)
C (0.700, -1.940, 4.156)
C (0.342, -0.915, 3.303)
N (0.709, -0.934, 2.016)
C (1.428, -1.998, 1.580)
C (1.776, -3.009, 2.476)
N (1.423, -2.984, 3.747)
C (1.738, -2.013, 0.153)
C (2.558, -2.913, -0.492)
C (2.793, -2.795, -1.865)
C (2.177, -1.740, -2.547)
C (1.363, -0.856, -1.876)
N (1.147, -0.991, -0.534)
C (0.678, 0.296, -2.454)
C (0.651, 0.592, -3.817)
N (-0.005, 1.627, -4.308)
C (-0.660, 2.395, -3.439)
C (-0.659, 2.136, -2.081)
N (0.007, 1.088, -1.583)
C (3.674, -3.748, -2.572)
C (3.492, -4.040, -3.922)
C (4.342, -4.945, -4.538)
N (5.343, -5.559, -3.916)
C (5.517, -5.278, -2.630)
C (4.721, -4.394, -1.919)
H (0.393, -1.918, 5.193)
H (-0.258, -0.079, 3.635)
H (2.345, -3.868, 2.143)
H (3.014, -3.714, 0.070)
H (2.374, -1.591, -3.599)
H (1.172, -0.039, -4.526)
H (-1.208, 3.242, -3.830)
H (-1.205, 2.752, -1.382)
H (2.682, -3.611, -4.497)
H (4.204, -5.188, -5.585)
H (6.342, -5.779, -2.136)
H (4.956, -4.200, -0.881)
Cl (1.043, 7.554, 0.894)
C (1.485, 5.893, 0.764)
C (0.671, 4.928, 1.338)
C (1.052, 3.607, 1.217)
Cl (0.039, 2.368, 1.922)
C (2.209, 3.219, 0.554)
O (2.519, 1.896, 0.423)
C (2.991, 4.214, -0.027)
Cl (4.403, 3.751, -0.904)
C (2.639, 5.549, 0.079)
H (-0.232, 5.202, 1.863)
H (3.259, 6.309, -0.375)
C (-3.002, -3.448, 2.755)
C (-3.569, -2.225, 3.093)
C (-3.251, -1.081, 2.381)
C (-2.360, -1.148, 1.309)
C (-1.825, -2.384, 0.947)
C (-2.133, -3.524, 1.676)
N (-1.966, 0.040, 0.642)
C (-3.003, 0.798, 0.049)
C (-3.943, 0.155, -0.764)
C (-4.943, 0.879, -1.388)
C (-5.026, 2.257, -1.220)
C (-4.106, 2.898, -0.409)
C (-3.103, 2.176, 0.229)
H (-3.249, -4.337, 3.320)
H (-4.260, -2.162, 3.923)
H (-3.687, -0.127, 2.650)
H (-1.175, -2.445, 0.081)
H (-1.708, -4.477, 1.386)
H (-3.878, -0.917, -0.900)
H (-5.662, 0.365, -2.013)
H (-5.811, 2.819, -1.707)
H (-4.175, 3.967, -0.249)
H (-2.417, 2.686, 0.889)
F (4.037, 0.178, 0.395)
B (3.703, 1.363, 0.866)
F (4.450, 1.976, 1.761)

Löwdin atomic charge list, values in e, 5 entries: 1.27 -0.08 -0.09 -0.03 -0.19

Entry 3:
A cluster of 7 separate species, C36H24BF4O24 in total at a distorted geometry. Source: the Open Molecules 2025 dataset; level of theory: ωB97M-V/def2-TZVPD.

Calculated values
DFT total energy = -98396.8940 eV
orbital gap = 6.68 eV
total charge = -1
energy relative to the best compared isomer or geometry (same formula, charge and spin) = 11.3 kcal/mol
HOMO energy = -6.83 eV
multiplicity = 1

Atoms and positions in Å:
B (-0.216, 0.989, 1.297)
F (0.968, 0.255, 1.516)
F (-1.323, 0.166, 1.224)
F (-0.286, 1.840, 2.415)
F (-0.096, 1.768, 0.220)
C (3.565, 1.360, -2.697)
C (3.899, 2.615, -3.478)
C (3.824, 3.995, -2.893)
O (4.271, 5.009, -3.539)
C (3.467, 4.131, -1.502)
C (3.099, 2.836, -0.663)
C (3.184, 1.493, -1.227)
O (2.958, 0.487, -0.567)
O (2.517, 2.901, 0.547)
O (4.424, 2.515, -4.739)
H (3.723, 0.495, -2.979)
H (3.375, 5.061, -1.130)
H (2.339, 1.974, 0.761)
H (4.369, 3.383, -5.251)
C (-1.997, -2.069, -4.714)
C (-0.748, -1.408, -5.256)
C (0.227, -0.815, -4.420)
O (1.209, -0.269, -4.873)
C (0.081, -0.958, -3.003)
C (-1.097, -1.524, -2.444)
C (-2.198, -2.222, -3.292)
O (-2.970, -2.970, -2.860)
O (-1.424, -1.441, -1.121)
O (-0.560, -1.257, -6.589)
H (-2.682, -2.447, -5.424)
H (0.838, -0.520, -2.427)
H (-0.560, -1.354, -0.622)
H (0.461, -1.349, -6.596)
C (-2.905, 1.377, -4.933)
C (-4.062, 1.072, -4.019)
C (-4.029, 1.424, -2.513)
O (-4.982, 1.174, -1.782)
C (-2.893, 2.105, -2.088)
C (-1.622, 2.207, -2.890)
C (-1.687, 2.049, -4.329)
O (-0.738, 2.229, -5.054)
O (-0.320, 2.365, -2.305)
O (-5.176, 0.576, -4.524)
H (-3.161, 1.226, -5.870)
H (-2.566, 2.306, -1.144)
H (-0.292, 2.541, -1.353)
H (-5.841, 0.919, -4.045)
C (1.191, -4.618, -0.867)
C (1.718, -3.449, -0.028)
C (2.887, -3.672, 1.004)
O (3.278, -2.729, 1.567)
C (3.193, -4.991, 1.179)
C (2.722, -6.170, 0.200)
C (1.521, -5.974, -0.730)
O (0.998, -6.803, -1.381)
O (3.305, -7.459, 0.014)
O (1.307, -2.177, -0.215)
H (0.389, -4.549, -1.523)
H (4.212, -5.157, 1.743)
H (3.995, -7.523, 0.696)
H (1.937, -1.628, 0.006)
C (-3.782, -4.834, 4.708)
C (-2.845, -5.651, 3.882)
C (-1.993, -5.155, 2.878)
O (-1.018, -5.746, 2.377)
C (-2.173, -3.690, 2.633)
C (-3.236, -2.801, 3.261)
C (-3.970, -3.413, 4.371)
O (-4.661, -2.748, 5.084)
O (-3.471, -1.502, 2.852)
O (-2.703, -7.025, 4.044)
H (-4.488, -5.315, 5.372)
H (-1.474, -3.325, 1.822)
H (-2.591, -1.210, 2.344)
H (-2.306, -7.521, 3.289)
C (-0.066, 6.383, 4.156)
C (-0.192, 4.926, 4.490)
C (0.696, 4.374, 5.487)
O (0.454, 3.244, 5.924)
C (1.775, 5.247, 6.091)
C (1.785, 6.747, 5.835)
C (0.774, 7.274, 4.913)
O (0.718, 8.504, 4.862)
O (2.760, 7.564, 6.131)
O (-1.186, 4.179, 3.896)
H (-0.768, 7.003, 3.523)
H (2.272, 4.715, 6.811)
H (3.537, 6.975, 6.384)
H (-0.872, 3.421, 4.077)

Löwdin atomic charge list, values in e, 5 entries: -1.35 0.11 0.15 0.12 0.19